Below is a molecular structure, C23H56FN2O7Pd in a non-equilibrium geometry, with properties calculated with ωB97M-V with the def2-TZVPD basis set.

For the HOMO energy (alpha / beta), the calculation gives -3.95 / -3.50 eV. As for the spin multiplicity: 3. The energy above the lowest of the compared OMol25 structures with the same formula, charge and spin comes out at 78.7 kJ/mol. As for the expectation value of S²: 2.0115. The calculation puts the total energy at -48266.0377 eV. As for the net charge: -1. The HOMO-LUMO gap (alpha / beta) is 6.67 / 6.19 eV.

Element x y z (Å)
Pd -18.263 -12.149 -28.529
C -19.321 -16.011 -27.810
C -17.854 -16.277 -28.143
C -17.889 -17.139 -29.411
C -16.523 -17.370 -30.036
C -15.878 -16.006 -30.299
C -15.856 -14.981 -29.146
N -17.125 -15.041 -28.396
O -17.392 -14.005 -27.554
C -15.688 -13.586 -29.791
C -14.634 -15.261 -28.236
C -17.232 -17.079 -26.996
H -19.917 -15.547 -28.594
H -19.423 -15.413 -26.900
H -19.793 -16.934 -27.461
H -18.602 -16.725 -30.131
H -18.382 -18.091 -29.182
H -16.620 -17.943 -30.959
H -15.906 -17.941 -29.337
H -16.482 -15.579 -31.105
H -14.852 -16.134 -30.648
H -16.435 -13.499 -30.579
H -14.684 -13.445 -30.197
H -15.804 -12.798 -29.046
H -13.731 -15.525 -28.799
H -14.797 -16.184 -27.677
H -14.365 -14.429 -27.589
H -16.280 -17.528 -27.271
H -17.907 -17.899 -26.732
H -17.112 -16.472 -26.098
C -19.770 -13.029 -25.437
C -20.512 -11.695 -25.596
C -19.945 -10.788 -24.492
C -20.408 -9.345 -24.665
C -20.087 -8.834 -26.054
C -20.555 -9.723 -27.225
N -20.167 -11.121 -26.909
O -20.436 -11.972 -27.962
C -19.772 -9.234 -28.459
C -22.054 -9.528 -27.428
C -22.019 -11.988 -25.325
H -19.979 -13.560 -24.505
H -18.693 -13.020 -25.613
H -20.172 -13.738 -26.169
H -18.851 -10.773 -24.489
H -20.199 -11.125 -23.483
H -19.801 -8.720 -24.000
H -21.441 -9.269 -24.317
H -19.003 -8.724 -26.136
H -20.528 -7.836 -26.130
H -19.916 -8.159 -28.577
H -20.000 -9.784 -29.369
H -18.699 -9.374 -28.316
H -22.425 -10.283 -28.123
H -22.190 -8.536 -27.862
H -22.638 -9.617 -26.512
H -22.518 -11.279 -24.661
H -22.152 -12.978 -24.892
H -22.531 -11.934 -26.286
F -17.669 -11.036 -30.368
C -16.235 -10.689 -26.243
O -16.695 -10.824 -27.583
H -16.455 -11.604 -25.693
H -15.149 -10.581 -26.239
H -16.749 -9.867 -25.742
H -16.376 -10.077 -28.115
C -18.341 -8.703 -32.824
O -18.841 -8.778 -31.509
H -18.425 -7.684 -33.207
H -17.286 -8.996 -32.858
H -18.833 -9.366 -33.543
H -18.422 -9.569 -31.121
C -15.166 -10.938 -32.643
O -15.571 -10.220 -31.512
H -14.972 -11.972 -32.338
H -15.869 -10.906 -33.480
H -14.219 -10.510 -32.978
H -16.380 -10.616 -31.124
C -16.065 -7.684 -28.762
O -15.365 -8.884 -29.056
H -17.149 -7.815 -28.693
H -15.693 -7.316 -27.807
H -15.957 -6.952 -29.567
H -15.616 -9.163 -29.948
C -17.545 -13.141 -33.280
O -18.191 -11.941 -32.890
H -17.837 -13.987 -32.647
H -17.892 -13.285 -34.305
H -16.452 -13.113 -33.243
H -17.839 -11.769 -31.993